A 5-piece molecular cluster, C26H49N2O4 overall. Source: the Open Molecules 2025 dataset; level of theory: the ωB97M-V functional and the def2-TZVPD basis.

```
81
Properties=species:S:1:pos:R:3:forces:R:3:lowdin_charge:R:1
C -1.96328 0.10365 3.76492 1.556 -0.171 -5.222 0.0424
C -2.66513 -0.79750 2.55331 3.794 2.557 -0.673 0.0148
C -2.02967 -0.75193 1.01539 0.038 1.049 3.526 0.0611
N -0.79804 0.09703 0.64034 -1.814 -0.310 3.334 -0.0483
C -0.27250 0.01984 -0.81230 0.823 0.755 -1.502 -0.1912
C 0.47303 1.33811 -1.32886 0.039 -2.289 -2.301 0.0132
C 1.08688 1.37855 -2.83741 -2.928 -5.013 1.915 0.0130
C 0.75904 -0.01524 -3.61458 -0.838 1.375 3.518 -0.0128
C -0.05454 -1.17151 -2.85854 0.369 0.789 -0.039 -0.0781
N -0.59010 -1.27449 -1.47263 3.640 6.296 -2.809 0.0593
C -0.15869 0.96995 1.71796 -1.930 -0.885 2.425 0.0448
C -0.67224 1.03647 3.29028 -2.543 -2.861 -2.489 0.0275
H -2.37691 0.05744 4.85890 0.976 0.272 -2.292 0.1117
H -3.58960 -1.48843 2.79649 2.156 1.583 -0.803 0.1134
H -2.60657 -1.43199 0.22344 1.951 1.920 1.548 0.1416
H 0.58482 2.27888 -0.63001 -0.391 -2.228 -1.594 0.0967
H 1.67947 2.25099 -3.34419 -1.385 -1.749 1.310 0.1205
H 1.09974 -0.15742 -4.73306 -0.776 0.100 2.534 0.1062
H -0.28042 -2.14207 -3.52081 0.593 2.394 1.738 0.1275
H 0.77510 1.66805 1.46246 -2.366 -2.056 0.259 0.1347
H -0.17912 1.71431 4.12721 -0.871 -1.505 -2.346 0.1119
C -0.38522 1.71690 7.91265 -0.055 -0.111 0.235 -0.0805
C -1.39539 2.76816 7.48697 -0.018 -0.114 -0.008 -0.2809
O -2.69341 2.23522 7.23528 0.074 -0.052 -0.320 -0.1837
C -3.35087 1.61557 8.33682 -0.177 0.068 0.085 -0.2811
C -3.61396 2.56452 9.49268 0.187 0.152 0.101 -0.0775
H -0.37725 0.87885 7.20817 0.042 0.086 0.018 0.0709
H 0.61898 2.14849 7.96241 -0.123 -0.049 -0.013 0.0812
H -0.62374 1.31123 8.90040 0.105 0.049 -0.091 0.0722
H -1.05723 3.21730 6.54687 -0.280 -0.024 0.028 0.1090
H -1.45182 3.58141 8.21726 0.028 -0.051 0.030 0.1105
H -2.79287 0.73321 8.66675 0.053 0.033 0.072 0.1057
H -4.31218 1.25096 7.95764 0.224 0.113 -0.161 0.1181
H -2.68258 2.87764 9.97327 -0.101 -0.061 0.037 0.0692
H -4.23524 2.07987 10.25201 0.080 0.052 -0.122 0.0820
H -4.12224 3.46918 9.14364 -0.005 -0.176 0.015 0.0863
C -0.68432 -5.34829 7.02805 0.102 -0.192 -0.162 -0.0786
C -0.97335 -3.95617 6.49396 0.162 -0.038 0.162 -0.2829
O 0.15985 -3.33565 5.89142 -0.017 0.173 -0.044 -0.1731
C 0.70949 -3.98716 4.74992 0.005 0.130 0.034 -0.2750
C -0.26000 -4.08129 3.58503 -0.236 -0.165 0.000 -0.0821
H 0.19740 -5.33946 7.67703 -0.169 0.066 -0.034 0.0870
H -1.53970 -5.72585 7.59630 0.107 0.067 -0.065 0.0807
H -0.48521 -6.05384 6.21585 -0.080 0.011 0.097 0.0685
H -1.26892 -3.31498 7.33144 0.202 0.080 -0.201 0.1168
H -1.81775 -3.96684 5.79771 -0.032 -0.089 -0.063 0.1017
H 1.09780 -4.97353 5.02389 -0.080 -0.026 -0.051 0.1103
H 1.57334 -3.38901 4.43878 -0.146 0.015 0.261 0.1189
H -1.09254 -4.75391 3.81069 0.080 0.002 -0.081 0.0694
H 0.24754 -4.46485 2.69467 -0.047 0.051 0.110 0.0803
H -0.68587 -3.09937 3.35470 0.123 -0.030 0.008 0.0553
C 2.25649 -3.36117 -8.14637 0.202 -0.178 0.078 -0.0804
C 2.54469 -1.87427 -8.03299 -0.119 -0.072 0.010 -0.2776
O 2.93585 -1.47293 -6.72220 -0.187 0.152 0.160 -0.1906
C 4.13356 -2.05084 -6.21120 0.095 0.105 0.018 -0.2816
C 5.36507 -1.70828 -7.03083 0.015 -0.037 -0.259 -0.0796
H 1.55287 -3.68019 -7.37059 0.016 0.086 -0.129 0.0808
H 1.83330 -3.59565 -9.12773 0.045 0.051 0.130 0.0810
H 3.16769 -3.95458 -8.02512 -0.099 0.019 -0.086 0.0693
H 1.62781 -1.32188 -8.26546 0.175 0.068 0.216 0.1144
H 3.29218 -1.55889 -8.76762 0.032 -0.065 0.011 0.1092
H 4.01799 -3.13413 -6.10219 0.035 -0.015 -0.076 0.1075
H 4.26345 -1.64927 -5.19991 -0.234 0.025 -0.154 0.1150
H 5.33034 -2.17513 -8.01942 0.072 -0.001 0.103 0.0694
H 6.27038 -2.06014 -6.52677 -0.131 0.045 -0.048 0.0805
H 5.44151 -0.62670 -7.18226 -0.004 -0.125 0.106 0.0842
C 0.40803 2.61051 -7.04935 0.026 0.145 -0.209 -0.0771
C -0.33050 3.13789 -5.83147 0.140 0.121 -0.050 -0.2808
O 0.15967 4.39611 -5.37448 0.064 -0.197 0.211 -0.1753
C 0.05601 5.48736 -6.28445 -0.063 0.166 0.045 -0.2757
C -1.37585 5.82128 -6.66398 -0.169 -0.189 -0.086 -0.0804
H 1.48957 2.61507 -6.87924 -0.123 -0.058 0.031 0.0839
H 0.08892 1.58932 -7.27844 0.028 0.099 0.030 0.0746
H 0.21346 3.22718 -7.93195 -0.003 -0.132 0.054 0.0711
H -0.19066 2.43232 -5.00535 -0.033 0.279 0.022 0.0788
H -1.40815 3.19198 -6.01485 -0.006 -0.003 -0.071 0.1108
H 0.66937 5.30303 -7.17246 -0.064 -0.029 -0.035 0.1083
H 0.49520 6.35448 -5.77844 0.015 -0.306 0.080 0.1201
H -1.82707 5.02505 -7.26306 0.017 0.115 -0.023 0.0673
H -1.41075 6.74303 -7.25273 0.026 -0.122 0.091 0.0812
H -1.99443 5.94845 -5.76969 0.130 0.058 -0.085 0.0834
```
Positions in Å, forces in eV/Å.

## Properties
Net charge: +1
Highest occupied orbital energy, eV: -11.5
Maximum force, eV/Å: 7.8
Gap between HOMO and LUMO, eV: 6.620

---

C26H49NO4Si2Ti as an isolated structure. Source: the Open Molecules 2025 dataset; level of theory: the ωB97M-V functional and the def2-TZVPD basis.

```
83
Properties=species:S:1:pos:R:3:forces:R:3:lowdin_spin:R:1
O -0.44734 -1.36702 -0.20752 -0.014 -1.238 0.720 0.0200
O -2.24658 -0.49294 -3.10577 -0.519 -0.251 -0.766 0.0018
C 0.46150 -2.18490 -1.02052 -0.319 0.115 -0.058 0.0019
C 0.91890 -3.43501 -0.29821 0.149 0.042 -0.176 0.0003
H 1.31048 -1.53260 -1.26353 -0.261 -0.077 0.146 0.0002
H -0.05748 -2.40806 -1.96287 0.087 -0.035 0.262 0.0008
H 1.47679 -3.19629 0.61478 -0.135 -0.031 -0.151 0.0002
H 1.59497 -3.97257 -0.97218 -0.108 0.014 0.159 0.0000
H 0.08606 -4.09858 -0.05089 0.178 0.040 -0.073 0.0001
C -1.60254 -2.05674 0.38771 0.348 -0.105 -0.259 0.0050
C -2.51507 -2.59139 -0.69371 -0.215 -0.226 -0.025 0.0003
H -2.11185 -1.30535 1.00602 0.195 -0.086 -0.170 0.0016
H -1.20068 -2.83785 1.04943 -0.330 0.231 -0.107 0.0003
H -2.72753 -1.84555 -1.47109 0.217 -0.148 0.346 0.0001
H -3.46891 -2.88413 -0.24544 0.111 -0.034 0.012 0.0000
H -2.09172 -3.48331 -1.16864 -0.053 0.118 0.047 0.0001
C -3.33842 0.44834 -3.24286 0.385 -0.084 -0.168 0.0001
C -2.08857 -1.37798 -4.23792 -0.056 0.434 0.176 0.0001
C -4.44713 0.18285 -2.24655 -0.161 -0.057 -0.113 0.0000
H -3.74119 0.41183 -4.27078 0.240 0.111 0.359 0.0000
H -2.90713 1.44475 -3.08050 -0.152 -0.163 -0.064 0.0000
H -4.92787 -0.78449 -2.43343 0.113 0.141 0.080 0.0000
H -5.20578 0.96166 -2.36448 0.020 -0.076 0.105 0.0000
H -4.08764 0.21135 -1.21323 0.003 0.009 -0.125 0.0000
C -3.31488 -2.21203 -4.55643 0.005 -0.109 -0.048 0.0000
H -1.24244 -2.03085 -3.98666 -0.175 0.160 -0.010 0.0000
H -1.80306 -0.78103 -5.12378 -0.024 -0.180 0.251 0.0000
H -3.65837 -2.78048 -3.68712 0.049 0.085 -0.068 0.0000
H -3.04959 -2.92503 -5.34224 -0.090 0.052 0.044 0.0000
H -4.13996 -1.59974 -4.93152 0.082 -0.126 0.085 0.0000
H -0.73476 -0.01183 -1.59119 0.783 2.071 -0.310 0.0062
Ti 0.07429 0.44095 0.64015 0.175 -0.109 0.912 0.9190
C -0.30041 1.05017 -1.55785 0.324 -0.653 -0.952 0.0116
Si 0.51034 1.54226 -3.22256 -0.102 0.041 -0.064 0.0000
H -1.07871 1.78052 -1.27769 0.603 -0.229 0.035 0.0000
H 0.68979 1.18618 -0.98071 -1.207 0.181 -0.839 0.0040
C 1.26660 0.02356 -4.00638 0.064 -0.035 -0.035 -0.0001
C 1.86274 2.76906 -2.77459 -0.094 0.007 -0.164 0.0004
C -0.65976 2.35214 -4.43447 -0.048 -0.010 0.022 -0.0005
C 2.09783 0.49126 0.77131 0.501 -0.215 -0.365 -0.0140
Si 3.10806 1.52292 1.99356 0.370 -0.035 0.088 -0.0031
H 2.47541 0.74056 -0.23756 0.109 -0.033 0.211 0.0006
H 2.34379 -0.58359 0.89117 0.006 0.202 0.124 0.0001
C 3.99068 2.88521 1.04658 -0.089 -0.005 -0.048 -0.0002
C 4.39349 0.39936 2.78216 0.097 -0.064 -0.039 -0.0009
C 2.13433 2.30155 3.39048 -0.208 0.087 0.119 0.0000
H -0.06077 2.83500 -5.22176 -0.205 -0.098 0.180 -0.0001
H -1.26506 3.12346 -3.94053 0.094 -0.101 -0.185 0.0000
H -1.33065 1.62534 -4.90991 0.127 0.202 0.083 0.0000
H 2.12355 -0.34072 -3.42505 -0.094 0.003 -0.162 0.0000
H 1.62416 0.30686 -5.00780 -0.001 -0.191 0.236 0.0000
H 0.53837 -0.78968 -4.11790 0.210 0.196 -0.001 0.0000
H 2.43833 2.47446 -1.88820 -0.046 0.053 -0.160 0.0000
H 1.42972 3.76090 -2.58728 0.143 -0.170 0.000 0.0000
H 2.55747 2.85498 -3.62163 -0.089 0.071 0.219 0.0000
H 4.71438 -0.37739 2.07629 0.050 0.127 0.151 0.0000
H 4.00249 -0.09455 3.68070 0.090 0.081 -0.162 0.0000
H 5.27651 0.98797 3.06804 -0.177 -0.193 -0.002 -0.0001
H 1.83508 1.55787 4.14170 0.062 0.152 -0.120 0.0000
H 1.23197 2.81337 3.03307 0.140 0.003 0.072 0.0000
H 2.76804 3.04853 3.89448 -0.184 -0.206 -0.127 0.0000
H 4.89986 3.18322 1.58747 -0.231 -0.009 -0.135 0.0000
H 3.35129 3.77074 0.93811 0.144 -0.131 -0.048 0.0000
H 4.28670 2.54558 0.04583 0.010 0.115 0.172 0.0000
O -2.60908 2.89101 2.15567 1.202 -1.109 0.026 0.0006
C -1.68283 2.10743 2.04048 -0.654 1.390 -1.360 0.0042
O -0.86344 2.04380 0.97591 -1.190 0.415 1.115 0.0038
C -1.30944 1.12697 3.09062 1.125 -1.583 0.083 0.0184
C -1.83877 1.25551 4.37057 -0.009 -0.164 0.427 -0.0021
C -1.26526 0.53059 5.38932 -0.287 0.337 -0.290 0.0180
C -0.19435 -0.33469 5.10506 0.592 -0.383 -0.370 -0.0012
C 0.57941 -0.92399 6.13622 0.277 -0.337 0.071 0.0045
C 1.66594 -1.72512 5.83734 -0.404 0.375 0.426 -0.0035
C 1.97079 -2.02715 4.49755 -0.623 0.141 -0.902 0.0049
C 1.19753 -1.51022 3.45952 0.622 -0.442 0.295 -0.0028
C 0.17311 -0.58726 3.73986 -0.668 0.886 0.104 0.0054
N -0.38917 0.18731 2.73003 -0.930 0.572 1.365 -0.0073
H -2.65855 1.95496 4.50047 0.220 -0.035 0.117 -0.0003
H -1.59966 0.64750 6.41680 0.062 -0.003 -0.131 0.0009
H 0.30665 -0.69903 7.17221 0.160 -0.150 -0.364 0.0002
H 2.28257 -2.13125 6.64117 -0.206 0.125 -0.269 -0.0003
H 2.81701 -2.67257 4.26508 -0.248 0.105 0.054 0.0003
H 1.39545 -1.78691 2.41804 0.063 0.231 0.481 0.0003
```
Positions in Å, forces in eV/Å.

## Properties
Net charge: +1
Highest occupied orbital energy (alpha / beta), eV: -10.8 / -12.0
Maximum force, eV/Å: 2.2
Multiplicity: 2
Gap between HOMO and LUMO (alpha / beta), eV: 7.135 / 8.306

---

Question: Among the records above, which one has the highest maximum force?
Answer: C26H49N2O4

---

Question: Number 2 is which compound?
Answer: C26H49NO4Si2Ti